# 1
18
Properties=species:S:1:pos:R:3:forces:R:3 method="wB97M-V/def2-TZVPD" e_above_lowest_kcal_mol=87.0 homo_energy_ha="-0.256 / -0.267" spin_multiplicity=1 gap_ev="7.868 / 8.179"
C -1.547253 -2.257131 0.521851 -0.02 -0.10 -0.02
C -1.127164 -0.783522 0.580852 0.05 0.07 0.02
C 0.261378 -0.546551 0.094233 -0.52 -0.42 -0.74
C 0.163177 2.387880 -1.180039 0.03 0.03 0.02
O 1.117771 -0.023077 0.902169 -0.04 0.25 0.92
C 2.348610 0.364652 0.673478 0.58 0.04 -0.21
H -1.467625 -2.646795 -0.498986 -0.01 0.06 0.13
H -0.907551 -2.870876 1.163917 -0.08 0.09 -0.08
H -2.585109 -2.385321 0.847172 0.14 0.03 -0.04
H -1.190671 -0.412793 1.610152 0.02 -0.04 -0.13
H -1.837652 -0.185598 -0.011556 0.09 -0.08 0.07
H 0.588784 -0.754248 -0.923973 -0.07 0.02 0.13
H 0.035357 1.765824 -2.069909 0.02 0.09 0.13
H 0.319454 3.426319 -1.484386 -0.04 -0.16 0.05
H -0.734691 2.319351 -0.560141 0.13 0.03 -0.10
H 2.802035 0.118974 -0.280642 -0.03 0.04 0.11
H 1.033278 2.049683 -0.604078 -0.18 0.08 -0.14
H 2.893294 0.674307 1.550987 -0.06 -0.03 -0.12


# 2
18
Properties=species:S:1:pos:R:3:forces:R:3 method="wB97M-V/def2-TZVPD" e_above_lowest_kcal_mol=18.7 homo_energy_ha=-0.355 spin_multiplicity=1 gap_ev=10.805 smiles=CCCCOC
C -2.826520 0.319507 -0.185837 0.01 -0.04 0.05
C -1.476522 -0.278394 -0.580270 0.04 -0.04 -0.07
C -0.429574 -0.192756 0.530634 -0.05 -0.01 0.00
C 0.967657 -0.579925 0.052708 -0.24 -0.05 -0.18
O 1.916268 -0.006292 0.926090 -0.03 0.08 0.11
C 3.010585 0.581122 0.276990 0.32 0.12 -0.08
H -3.260409 -0.229315 0.657387 0.00 0.11 -0.10
H -3.535661 0.283025 -1.021932 0.12 0.00 0.20
H -2.712095 1.369898 0.116984 -0.03 -0.24 -0.06
H -1.098355 0.266527 -1.457788 -0.03 -0.15 0.12
H -1.599714 -1.327131 -0.885878 -0.03 0.19 -0.02
H -0.373141 0.841868 0.891139 0.04 -0.11 -0.07
H -0.714400 -0.804821 1.396882 -0.01 0.08 -0.16
H 1.113236 -1.672745 0.004769 -0.11 0.21 0.05
H 1.107996 -0.199570 -0.972261 0.03 0.01 0.18
H 3.526794 1.208037 1.010261 -0.01 -0.16 -0.11
H 2.688101 1.227068 -0.558104 0.08 -0.18 0.16
H 3.708858 -0.181077 -0.103968 -0.07 0.18 -0.01


# 3
18
Properties=species:S:1:pos:R:3:forces:R:3 method="wB97M-V/def2-TZVPD" e_above_lowest_kcal_mol=76.4 homo_energy_ha=-0.325 spin_multiplicity=1 gap_ev=9.714 smiles="C=CCCC.O"
C 2.488943 0.800690 1.731099 0.43 -0.02 -0.57
C 1.669994 0.215874 0.830812 0.61 2.30 -1.85
C 0.325312 -0.399908 0.892152 -2.25 2.09 -0.66
C -0.625729 -0.315464 -0.432994 2.27 -2.43 0.94
C -0.766461 -1.708088 -1.131776 0.60 -0.58 -0.08
H 2.770378 0.418555 2.735073 -1.15 0.83 -0.35
H 2.987887 1.728395 1.342612 0.55 -1.55 0.41
H 1.945953 0.408210 -0.252541 -0.43 0.60 1.15
H 0.544515 -1.372640 1.129518 -0.59 -2.87 0.86
H -0.344295 0.124740 1.632273 1.24 -0.86 -0.04
H -0.138935 0.139419 -1.261160 0.34 1.84 0.04
H -1.557954 0.126661 -0.149555 -0.27 0.13 -0.18
H -1.768882 -2.181791 -0.937967 0.69 0.65 -1.28
H -0.282552 -1.590548 -2.205216 -1.96 -0.76 1.85
H -0.122192 -2.455929 -0.637352 0.11 0.40 -0.12
O -2.610895 1.953098 -1.374142 0.82 0.97 -1.60
H -2.771989 1.690209 -0.485813 0.08 -0.06 1.09
H -1.743097 2.418518 -1.425023 -1.09 -0.67 0.41